# 1
CH4Cl2OSi | ωB97M-V with the def2-TZVPD basis set

Last column: Mulliken charge in e.
Element x y z (Å)
C  -2.112  -0.378  -0.777  -0.89
O  1.650  0.274  1.846  -0.38
Si  1.511  0.360  0.206  0.43
Cl  2.252  2.080  -0.440  -0.19
Cl  2.657  -1.022  -0.703  -0.21
H  -2.311  0.051  0.163  0.33
H  -2.476  0.166  -1.643  0.28
H  -1.966  -1.473  -0.761  0.29
H  0.796  -0.057  2.107  0.33

F_max   1.539 eV Å⁻¹
LUMO level (spin up / spin down)   -1.32 / -0.20 eV
Orbital gap (spin up / spin down)   8.01 / 8.25 eV
Energy above the lowest of the compared OMol25 structures with the same formula, charge and spin   399.62 kJ/mol

***

# 2
C3H2BiO2 | ωB97M-V with the def2-TZVPD basis set

Last column: Mulliken charge in e.
Element x y z (Å)
H  1.863  1.368  2.664  0.36
O  1.107  -0.470  2.242  -0.39
O  -0.615  0.116  -0.814  -0.36
C  1.367  0.680  1.950  0.05
C  0.890  1.343  0.729  -0.42
C  0.117  0.677  -0.110  0.78
H  1.250  2.325  0.416  0.40
Bi  -1.648  -1.184  -2.384  1.57

F_max   4.197 eV Å⁻¹
LUMO level (spin up / spin down)   -13.80 / -13.32 eV
Orbital gap (spin up / spin down)   4.08 / 4.60 eV
Spin multiplicity   2
Energy above the lowest of the compared OMol25 structures with the same formula, charge and spin   44.19 kJ/mol
Net charge   +2